# C24H39BrO12SSi

A 7-piece molecular cluster, C24H39BrO12SSi overall (the ωB97M-V functional and the def2-TZVPD basis, the Open Molecules 2025 dataset).

Each line ends with the Mulliken charge.
Geometry (Å):
H  -2.7361  -2.0934  2.7886  0.3757
H  -0.7950  -2.7476  -3.8089  0.3287
Si  3.0084  0.2919  0.0075  0.8807
H  2.9702  0.1280  -1.4465  -0.1738
O  -2.9044  -2.4995  -0.4722  -0.3828
C  7.0670  2.2893  -1.6866  0.5961
H  6.9959  5.1693  -3.3442  0.3219
H  2.8545  -2.1791  3.5341  0.3402
O  0.1569  1.8958  4.0396  -0.5718
O  7.4228  1.2227  -1.2712  -0.5716
C  -5.4147  -0.5132  -1.4407  0.5356
C  2.4520  -3.1027  3.1234  -0.5072
C  -2.4876  -1.6985  0.6515  0.1199
H  1.6980  4.0513  3.3878  0.3329
O  0.9572  -0.7166  -2.9672  -0.3650
C  0.5356  -1.1210  -4.2845  -0.4795
H  -8.2411  -0.5359  -1.8103  0.2415
C  0.6428  4.1217  3.1370  -0.1457
O  -6.8323  -0.7478  -3.2957  -0.3896
H  1.0048  -3.2114  4.7580  0.2515
C  -0.8631  -1.6973  -4.0965  -0.7214
H  -8.0811  -2.1654  -2.4974  0.3585
H  -6.8260  -1.5743  -0.1102  0.3988
H  -6.0199  -2.5762  -1.3229  0.1731
O  5.8813  2.8297  -1.3213  -0.2674
H  0.4268  5.7605  4.5250  0.2707
H  -1.4052  -1.7919  0.7485  -0.1815
C  -1.3818  -0.8734  -2.9233  0.5163
H  0.5271  3.9534  2.0649  0.0249
C  -3.3634  -3.7469  1.4641  -0.3155
S  4.9428  -0.1969  0.7386  -0.2834
Br  2.5854  2.4658  0.4076  -0.2502
C  -1.4533  4.9242  3.8834  -0.4118
H  2.1536  -4.5651  4.7467  0.3253
H  5.6075  0.6728  -0.0446  0.0350
H  8.8350  3.2611  -2.4255  0.3179
O  -0.0161  -0.1107  -1.0467  -0.5616
C  1.5939  -3.8742  4.1210  -0.4748
C  -6.4500  -1.5913  -1.1318  -0.4386
O  -4.9019  0.3091  -3.6892  -0.5904
C  -0.0346  5.4076  3.6013  -0.5215
H  -4.2369  -1.8183  1.9026  0.2750
C  7.0270  4.5391  -2.4580  -0.4704
C  1.4738  -2.9026  1.9702  -0.0719
O  -3.6972  -4.5593  -0.8236  -0.6499
H  -1.4754  -1.6269  -4.9928  0.3542
H  7.4864  5.1092  -1.6492  0.2677
C  -0.1396  3.0413  3.8608  0.4749
H  4.9969  3.8380  -2.8810  0.2669
H  -2.0778  4.9379  2.9872  0.2442
H  5.1249  4.7347  -1.3553  0.2877
H  -2.7283  -0.6601  0.4328  0.4446
H  -4.2698  -4.2286  1.8232  0.3391
H  -2.0633  -1.4131  -2.2715  -0.4622
C  -3.3557  -3.7129  -0.0492  0.3899
H  1.9394  -2.8912  0.9882  0.4017
C  5.6437  4.0575  -2.0291  -0.4330
H  3.2876  -3.7235  2.7965  0.2685
C  -3.2453  -2.2722  1.8434  -0.6266
H  1.2651  -1.8344  -4.6603  0.3793
C  -7.5320  -1.2886  -2.1626  -0.5272
H  0.8755  -1.9964  2.0879  0.0720
O  0.6813  -4.6484  3.3179  -0.3602
C  7.7726  3.2203  -2.6514  -0.5608
C  -0.1186  -0.5143  -2.1745  0.5040
H  7.6450  2.8155  -3.6576  0.2596
C  0.5455  -4.0903  2.0939  0.3788
O  -1.3114  3.5614  4.3115  -0.3656
C  -5.6303  -0.2494  -2.9186  0.5450
H  -1.8653  0.0517  -3.2445  0.2874
H  -2.4955  -4.3241  1.7865  0.1266
H  -1.9582  5.4724  4.6756  0.3198
H  -4.3958  -0.8409  -1.2585  -0.6460
O  -0.2362  -4.5007  1.2804  -0.6020
H  -5.6037  0.4166  -0.8995  0.3400
H  0.5372  -0.2362  -4.9246  0.2536
H  2.0264  -0.5039  0.7376  -0.1612
H  -0.0037  6.2168  2.8745  0.3165

Properties
E_HOMO, eV: -9.195
E_LUMO, eV: 0.45
SMILES: O=C1CCCO1.O=C1CCCO1.O=C1CCCO1.O=C1CCCO1.O=C1CCCO1.O=C1CCCO1.S[SiH2]Br
F_max, hartree/bohr: 0.0092
Molecular weight, Da: 659.62
Electronic energy, eV: -138849.6260
HOMO-LUMO gap, eV: 9.64